No. 1
ORCA calculation (ωB97M-V/def2-TZVPD) on C22H23FN6O2 in the gas phase.

Last column: natural (NBO) charge in e.
Cartesian coordinates (Å):
C (-0.36, 0.34, -2.72)  -0.034
H (0.50, 2.95, 4.30)  0.216
H (-1.56, 3.07, -1.86)  0.199
H (-0.65, 1.11, 5.77)  0.214
N (-1.11, 0.53, 2.64)  -0.441
H (-0.48, 1.94, -4.15)  0.217
C (-0.03, -2.19, 3.36)  0.436
C (2.14, -1.22, 3.28)  -0.176
H (-1.85, 0.08, 4.96)  0.241
H (-0.84, -2.93, 1.53)  0.254
F (-1.12, -2.54, 4.07)  -0.324
N (0.57, -2.40, -2.29)  -0.655
C (-1.38, 1.06, 4.97)  -0.650
C (0.20, 2.33, 3.47)  -0.284
H (2.97, -0.73, 3.76)  0.220
O (-0.93, -1.87, -0.67)  -0.638
H (3.07, -1.20, 1.35)  0.217
C (-0.74, 1.32, 3.64)  0.231
H (0.96, -1.37, 5.07)  0.229
H (-0.64, -3.86, -4.58)  0.227
C (0.86, 2.48, -2.51)  -0.232
C (0.99, 1.90, -0.17)  0.667
H (1.06, 1.09, -4.17)  0.222
H (1.48, 3.30, 2.04)  0.215
H (2.16, -2.35, -0.47)  0.400
H (0.71, 3.51, -2.85)  0.199
C (-0.26, -2.07, -3.36)  0.305
C (0.00, -2.47, 2.00)  -0.327
N (-1.45, -0.68, -4.62)  -0.270
C (0.74, 2.53, 2.21)  -0.071
H (-2.07, -2.06, -6.05)  0.209
N (0.23, 2.32, -1.21)  -0.427
H (-1.95, 0.15, -1.28)  0.241
C (1.13, -2.11, 1.28)  0.248
H (1.93, 2.31, -2.37)  0.247
C (-1.51, -1.89, -5.16)  -0.044
H (-2.38, 1.07, -2.73)  0.225
H (-1.63, 2.26, -0.29)  0.231
N (1.23, -2.38, -0.09)  -0.648
C (0.32, 1.72, 1.16)  -0.212
C (0.28, 1.48, -3.52)  -0.415
N (-0.69, -0.79, -3.54)  -0.159
C (1.02, -1.57, 4.01)  -0.309
C (-1.60, 0.89, -1.99)  -0.427
C (2.20, -1.49, 1.92)  -0.277
O (2.20, 1.73, -0.27)  -0.633
H (0.37, -0.01, -1.98)  0.216
H (-2.15, 1.81, 5.16)  0.225
C (-0.77, -2.81, -4.40)  -0.351
C (-0.60, 0.72, 1.44)  0.049
C (-1.20, 2.21, -1.29)  -0.223
C (0.19, -2.20, -0.98)  0.798
H (-0.93, 0.01, 0.69)  0.221
H (1.37, -2.99, -2.50)  0.410

Computed properties:
Energy   -38941.784 eV
Structure (SMILES)   Cc1ccc(C(=O)N2CCC(n3nccc3NC(=O)Nc3cccc(F)c3)CC2)cn1
HOMO-LUMO gap   9.2 eV
Total charge   0
Energy relative to the best compared isomer or geometry (same formula, charge and spin)   0.00 kcal/mol
Max |F|   0.8 eV/A

No. 2
ORCA calculation (ωB97M-V/def2-TZVPD) on C22H23N3O in the gas phase at a distorted geometry.

Last column: natural (NBO) charge in e.
Cartesian coordinates (Å):
C (3.09, -1.48, 2.84)  -0.201
C (0.88, -0.97, 3.76)  0.160
H (0.69, 2.74, -1.82)  0.225
C (-0.41, -1.80, -5.18)  -0.404
C (0.82, -1.25, -0.11)  -0.087
C (-1.93, 0.32, 2.53)  -0.192
H (0.44, -0.79, 5.80)  0.418
C (0.41, 3.51, -3.89)  -0.408
H (-2.96, 0.12, 2.92)  0.214
C (0.41, -0.05, -2.13)  -0.086
C (0.23, 2.49, -2.78)  -0.268
C (2.27, -1.20, 3.93)  -0.245
H (-2.86, 1.91, 1.31)  0.214
C (1.22, -1.30, 1.31)  0.050
O (-1.48, 0.55, 5.84)  -0.595
H (0.23, -3.37, -2.68)  0.214
C (0.32, -1.07, 2.41)  -0.046
H (-1.71, 2.85, -3.95)  0.226
H (0.63, -3.39, -0.29)  0.222
C (0.75, -0.01, -0.78)  -0.177
H (3.23, -1.60, 0.69)  0.216
H (-1.15, 1.63, 0.92)  0.202
H (-0.76, -1.27, -6.09)  0.233
C (0.64, -2.46, -0.81)  -0.202
H (-0.26, 1.55, 3.14)  0.217
H (-1.26, 4.13, -2.70)  0.209
C (-2.10, 1.12, 1.21)  -0.607
C (-1.20, 1.19, 3.57)  -0.503
H (-1.54, -1.85, 2.95)  0.226
C (0.41, -2.44, -2.16)  -0.224
H (-1.14, -2.44, -4.78)  0.203
H (4.13, -1.64, 3.00)  0.214
H (-2.43, 0.43, 0.42)  0.216
N (0.11, -0.57, 4.84)  -0.632
C (0.20, 1.01, -3.07)  0.168
C (-0.94, 3.32, -3.30)  -0.404
C (0.27, -1.21, -2.83)  0.117
H (-1.47, -1.42, 1.30)  0.224
N (-0.04, -0.84, -4.13)  -0.196
N (0.00, 0.53, -4.29)  -0.241
H (0.48, -2.40, -5.46)  0.199
H (0.52, 3.16, -4.92)  0.229
C (2.58, -1.48, 1.56)  -0.234
H (0.90, 4.49, -3.66)  0.215
H (2.74, -1.14, 4.89)  0.210
C (-1.22, -1.06, 2.27)  -0.442
C (-0.83, 0.44, 4.83)  0.688
H (-1.78, 2.08, 3.80)  0.244
H (0.88, 0.93, -0.24)  0.220

Computed properties:
Energy   -29704.524 eV
Structure (SMILES)   C[C@@H]1CC(=O)Nc2cccc(-c3ccc4c(c3)c(C3CC3)nn4C)c2C1
HOMO-LUMO gap   8.7 eV
Total charge   0
Energy relative to the best compared isomer or geometry (same formula, charge and spin)   40.23 kcal/mol
Max |F|   2.7 eV/A

No. 3
ORCA calculation (ωB97M-V/def2-TZVPD) on C22H23N3O3 in the gas phase at a distorted geometry.

Last column: natural (NBO) charge in e.
Cartesian coordinates (Å):
C (-8.68, -1.46, -0.43)  -0.262
H (-2.91, -1.67, 2.13)  0.210
N (3.25, 0.89, -0.55)  -0.374
C (-2.76, 0.97, -0.80)  -0.149
H (7.35, -1.45, -2.47)  0.229
O (-0.49, 2.42, -0.97)  -0.593
C (-1.81, -0.17, 0.90)  -0.128
C (0.97, 1.04, 0.12)  -0.244
H (-9.21, -0.36, -0.40)  0.186
C (-3.06, -0.95, 1.45)  -0.237
C (2.56, 1.27, 1.88)  -0.416
C (-1.74, 0.77, -0.12)  -0.174
H (0.94, -0.20, 0.39)  0.189
C (-5.27, 0.70, -1.45)  -0.117
H (3.58, 2.49, 0.62)  0.207
H (-9.46, -2.07, -0.13)  0.204
H (-8.42, -1.74, -1.57)  0.191
C (-6.39, -1.01, -0.08)  0.361
H (4.49, 1.24, 1.43)  0.234
C (6.52, -0.96, -2.21)  -0.413
C (-6.33, -0.22, -1.22)  -0.345
H (2.10, 2.11, -0.98)  0.206
H (-0.85, -0.50, 1.70)  0.201
C (1.96, 1.18, -0.84)  -0.283
H (2.76, 1.96, 3.00)  0.196
H (1.13, 2.83, 1.16)  0.228
N (7.17, -1.57, -0.09)  -0.239
C (5.15, -0.66, -0.18)  0.015
H (-5.11, 1.31, -2.28)  0.214
H (7.24, -2.10, 1.82)  0.150
H (-5.39, -1.86, 1.42)  0.206
H (2.57, 0.34, 2.32)  0.220
H (1.67, 0.66, -1.65)  0.243
C (-4.08, 0.56, -0.55)  -0.061
C (6.68, -1.75, 1.24)  -0.006
H (6.74, -0.09, -2.47)  0.196
C (-4.17, -0.67, 0.55)  0.051
O (3.52, -1.08, -1.86)  -0.656
H (4.69, -1.08, 2.27)  0.245
N (6.20, -1.20, -0.96)  -0.100
H (5.55, -1.31, -2.79)  0.249
H (0.42, 1.39, 2.26)  0.236
C (-0.41, 1.31, -0.31)  0.552
H (-7.19, 0.26, -1.69)  0.226
O (-7.41, -1.58, 0.23)  -0.449
C (3.58, 1.52, 1.04)  -0.219
C (5.27, -1.22, 1.29)  -0.294
C (3.98, -0.32, -0.85)  0.597
C (-5.31, -1.41, 0.57)  -0.318
H (-2.79, 1.70, -1.47)  0.220
C (1.20, 1.75, 1.58)  -0.385

Computed properties:
Energy   -33783.147 eV
Structure (SMILES)   COc1ccc2cc(C(=O)[C@@H]3CCCN(C(=O)c4ccnn4C)C3)ccc2c1
HOMO-LUMO gap   7.8 eV
Total charge   0
Energy relative to the best compared isomer or geometry (same formula, charge and spin)   461.29 kcal/mol
Max |F|   19.7 eV/A

No. 4
ORCA calculation (ωB97M-V/def2-TZVPD) on C22H23N3O4S in the gas phase.

Last column: natural (NBO) charge in e.
Cartesian coordinates (Å):
H (1.81, 2.42, 0.25)  0.191
N (0.69, -0.71, -1.18)  -0.462
O (2.88, -0.10, -1.06)  -0.635
C (0.16, 2.97, 2.44)  -0.287
C (-2.70, -0.58, 1.26)  0.730
C (-3.08, -1.38, 0.01)  -0.615
C (-1.35, 2.33, 4.19)  -0.230
H (-2.96, 1.03, 3.60)  0.239
C (1.39, -1.49, -3.38)  0.017
C (-1.70, 1.52, 1.96)  0.151
C (3.67, -1.60, 2.24)  -0.593
C (-2.09, 1.58, 3.29)  -0.209
H (1.52, -3.12, -2.00)  0.219
H (-3.09, -2.43, 0.28)  0.254
C (0.02, 0.50, -3.17)  -0.199
C (1.77, -0.58, 0.97)  -0.258
S (-1.96, -1.13, -1.41)  0.284
C (-0.56, 2.22, 1.52)  0.266
H (-1.66, 2.37, 5.23)  0.216
C (1.38, -1.30, -4.76)  -0.208
C (2.97, -0.30, 1.83)  -0.419
N (-0.52, -1.20, 0.75)  -0.592
H (3.03, -2.25, -2.27)  0.250
H (1.04, 3.50, 2.13)  0.223
H (-2.23, 1.00, 0.06)  0.411
H (3.00, -2.22, 2.81)  0.207
H (0.80, 3.84, -0.17)  0.181
H (-0.56, -1.28, 2.99)  0.519
C (0.70, -0.24, -5.34)  -0.177
H (4.00, -2.14, 1.36)  0.204
C (0.57, -0.97, 1.52)  0.564
C (0.90, 2.76, -0.28)  -0.253
O (-2.79, -1.07, 2.36)  -0.647
C (-0.44, -1.02, -0.53)  0.368
H (2.42, -3.36, -3.51)  0.219
H (1.00, 2.50, -1.33)  0.205
H (0.71, -0.12, -6.41)  0.215
H (3.66, 0.32, 1.25)  0.229
H (0.35, 3.60, 4.46)  0.215
H (1.91, -2.01, -5.38)  0.214
C (0.02, 0.66, -4.54)  -0.224
O (-0.24, 2.08, 0.19)  -0.529
H (-0.51, 1.49, -4.99)  0.217
H (4.54, -1.37, 2.85)  0.206
C (-0.24, 3.02, 3.77)  -0.199
N (-2.40, 0.73, 1.02)  -0.649
O (0.38, -1.11, 2.83)  -0.656
C (2.13, -2.63, -2.76)  -0.642
H (-4.06, -1.08, -0.34)  0.253
C (0.70, -0.56, -2.60)  0.124
C (1.89, -0.44, -0.45)  0.653
H (2.66, 0.24, 2.72)  0.217
H (-0.51, 1.20, -2.54)  0.224

Computed properties:
Energy   -46684.452 eV
Structure (SMILES)   CCc1c(O)nc(SCC(=O)Nc2ccccc2OC)n(-c2ccccc2C)c1=O
HOMO-LUMO gap   8.8 eV
Total charge   0
Energy relative to the best compared isomer or geometry (same formula, charge and spin)   6.18 kcal/mol
Max |F|   0.8 eV/A